C19H55BrF2N2O7P | wB97M-V/def2-TZVPD

Last columns: bonded neighbours and bond lengths (Å).
Atoms and positions in Å:
1 C -2.03 1.07 -0.33  C24 1.614, P41 1.920, H42 1.200, H58 1.167
2 O 6.57 -4.32 -0.52  C72 1.416, H79 0.972
3 H -2.09 -2.60 0.68  C22 1.196
4 H 7.27 3.04 1.28  C14 1.093
5 H -3.44 -2.24 -1.63  C73 1.194
6 O 2.63 -2.69 0.07  C43 1.466, C80 1.484
7 H -2.27 2.65 1.46  C24 1.194
8 F -1.48 -3.09 -1.76  C73 1.511
9 H 1.02 -0.72 -0.41  N33 1.033
10 H 6.57 3.07 -0.91  O11 0.972
11 O 7.42 3.52 -0.72  H10 0.972, C14 1.416
12 H -2.31 4.74 -0.43  C16 1.194
13 H 2.33 0.28 0.97  C44 1.164
14 C 7.96 2.91 0.44  H4 1.093, O11 1.416, H23 1.092, H66 1.093
15 H 2.61 -3.52 2.02  C80 1.196
16 C -1.54 3.83 -0.30  H12 1.194, C24 1.623, H32 1.194, C37 1.611
17 H 4.71 -2.93 -0.39  C43 1.188
18 H -7.77 -2.06 1.04  C27 1.092
19 H 0.12 5.58 -1.57  N57 1.051
20 F -2.18 0.21 2.04  P41 1.787
21 H 0.16 -3.11 0.41  C30 1.194
22 C -2.29 -1.52 0.20  H3 1.196, P41 1.921, C73 1.645, H76 1.197
23 H 8.91 3.38 0.67  C14 1.092
24 C -2.34 2.54 0.27  C1 1.614, H7 1.194, C16 1.623, H29 1.198
25 H -1.39 3.12 -2.46  C37 1.194
26 H 1.67 3.28 1.92  C47 1.193
27 C -7.62 -2.67 0.14  H18 1.092, H31 1.093, H62 1.093, O85 1.416
28 C 0.16 1.26 1.21  H39 1.194, P41 1.921, C44 1.612, H54 1.197
29 H -3.49 2.78 0.06  C24 1.198
30 C 0.53 -2.67 1.46  H21 1.194, C46 1.613, H53 1.199, C80 1.639
31 H -6.99 -3.52 0.39  C27 1.093
32 H -0.79 4.20 0.54  C16 1.194
33 N 0.00 -0.72 -0.60  H9 1.033, P41 1.771, H50 1.031
34 H -4.65 -3.94 -2.64  O84 0.972
35 H 5.70 -5.86 0.53  C72 1.092
36 H 1.31 8.08 -0.76  O83 0.972
37 C -0.71 3.71 -1.68  C16 1.611, H25 1.194, N57 1.523, H87 1.185
38 H 4.29 -1.33 0.70  C43 1.169
39 H -0.30 1.96 2.06  C28 1.194
40 O -3.24 -2.30 4.96  H48 0.972, C65 1.416
41 P -1.03 -0.17 0.73  C1 1.920, F20 1.787, C22 1.921, C28 1.921, N33 1.771, C46 1.925
42 H -3.12 0.57 -0.45  C1 1.200
43 C 3.94 -2.06 -0.14  O6 1.466, H17 1.188, H38 1.169, H52 1.194
44 C 1.66 0.93 1.68  H13 1.164, C28 1.612, C47 1.678, H82 1.179
45 H 3.13 2.42 2.72  C47 1.194
46 C -0.31 -1.41 2.02  C30 1.613, P41 1.925, H63 1.202, H78 1.190
47 C 2.45 2.41 1.74  H26 1.193, C44 1.678, H45 1.194, Br70 2.000
48 H -3.01 -1.54 4.41  O40 0.972
49 H -6.87 -2.44 -1.63  O85 0.972
50 H -0.11 -0.23 -1.50  N33 1.031
51 H 2.61 -1.65 2.04  C80 1.167
52 H 3.84 -1.42 -1.15  C43 1.194
53 H 0.29 -3.57 2.21  C30 1.199
54 H 0.32 1.86 0.18  C28 1.197
55 H 7.45 -6.04 0.20  C72 1.093
56 H 0.35 4.79 -3.06  N57 1.062
57 N -0.37 5.04 -2.33  H19 1.051, C37 1.523, H56 1.062
58 H -1.69 1.18 -1.45  C1 1.167
59 C 2.16 7.91 -2.49  H60 1.092, H64 1.093, H75 1.093, O83 1.416
60 H 2.74 7.16 -3.04  C59 1.092
61 H -3.83 -3.37 3.30  C65 1.093
62 H -8.59 -3.01 -0.23  C27 1.093
63 H -1.28 -1.89 2.53  C46 1.202
64 H 1.25 8.14 -3.05  C59 1.093
65 C -4.24 -3.03 4.26  O40 1.416, H61 1.093, H67 1.092, H86 1.093
66 H 8.12 1.84 0.25  C14 1.093
67 H -4.52 -3.90 4.86  C65 1.092
68 H -6.37 -2.79 -4.59  C69 1.092
69 C -5.44 -3.26 -4.28  H68 1.092, H74 1.093, H81 1.093, O84 1.416
70 Br 3.69 2.71 0.20  C47 2.000
71 H -2.11 -1.01 -2.14  C73 1.162
72 C 6.50 -5.70 -0.21  O2 1.416, H35 1.092, H55 1.093, H77 1.093
73 C -2.32 -1.89 -1.41  H5 1.194, F8 1.511, C22 1.645, H71 1.162
74 H -4.61 -2.58 -4.48  C69 1.093
75 H 2.77 8.81 -2.37  C59 1.093
76 H -3.36 -1.26 0.65  C22 1.197
77 H 6.26 -6.27 -1.12  C72 1.093
78 H 0.17 -0.90 2.98  C46 1.190
79 H 7.28 -4.22 -1.18  O2 0.972
80 C 2.16 -2.56 1.47  O6 1.484, H15 1.196, C30 1.639, H51 1.167
81 H -5.30 -4.19 -4.83  C69 1.093
82 H 1.81 0.50 2.77  C44 1.179
83 O 1.82 7.39 -1.22  H36 0.972, C59 1.416
84 O -5.50 -3.53 -2.89  H34 0.972, C69 1.416
85 O -6.99 -1.88 -0.85  C27 1.416, H49 0.972
86 H -5.11 -2.40 4.10  C65 1.093
87 H 0.30 3.10 -1.60  C37 1.185

Computed properties:
Charge: -1
LUMO: 0.0825 Ha
Orbital gap: 6.54 eV
ΔE to the lowest compared entry with this formula, charge and spin: 142.15 kcal per mole
Largest force on an atom: 3.10 eV/A
E_HOMO: -4.293 eV